Entry from the Open Molecules 2025 dataset: a 2-piece molecular cluster, CH7N2OP overall at a distorted geometry (wB97M-V/def2-TZVPD).

Output
* net charge: 0
* energy relative to the best compared isomer or geometry (same formula, charge and spin): 3.2 kJ/mol
* Kohn-Sham gap (alpha / beta): 7.625 / 8.747 eV
* E_LUMO (alpha / beta): 0.0283 / -0.0595 Eh
* E_HOMO (alpha / beta): -6.856 / -10.365 eV
* 2S+1: 3
* total energy: -568.299086 Eh
* <S²>: 2.01

Each line ends with the natural charge from an NBO analysis.
Atoms and positions in Å:
C: -1.230 1.633 0.136  -0.494
N: 1.874 -0.319 0.292  -1.144
N: -0.088 -1.483 -0.984  -1.188
O: 0.087 -1.746 1.565  -1.058
P: 0.254 -0.775 0.488  1.793
H: -1.691 1.396 1.013  0.160
H: -0.473 2.340 0.195  0.157
H: -1.930 1.684 -0.723  0.163
H: 2.277 0.123 1.123  0.409
H: 1.852 0.157 -0.560  0.371
H: -0.048 -0.808 -1.710  0.392
H: -0.884 -2.201 -0.833  0.437

=====

Entry from the Open Molecules 2025 dataset: a 2-piece molecular cluster, CH7N2S overall at a distorted geometry (wB97M-V/def2-TZVPD).

Output
* net charge: 0
* energy relative to the best compared isomer or geometry (same formula, charge and spin): 100.5 kJ/mol
* Kohn-Sham gap (alpha / beta): 10.028 / 6.130 eV
* E_LUMO (alpha / beta): 0.0303 / -0.1099 Eh
* E_HOMO (alpha / beta): -9.205 / -9.119 eV
* 2S+1: 2
* total energy: -549.886689 Eh
* <S²>: 0.75

Each line ends with the natural charge from an NBO analysis.
Atoms and positions in Å:
S: -1.137 1.731 -0.232  -0.134
H: -1.937 1.539 0.829  0.109
N: 1.425 -0.101 -0.070  -0.819
C: 1.059 -1.473 -0.202  -0.048
N: -0.032 -1.924 0.720  -0.807
H: 0.596 0.625 -0.031  0.345
H: 2.105 0.036 -0.741  0.364
H: 1.911 -2.084 0.032  0.181
H: 0.636 -1.836 -1.224  0.132
H: -0.837 -1.940 0.157  0.343
H: -0.389 -1.033 1.352  0.334

=====

Entry from the Open Molecules 2025 dataset: a 2-piece molecular cluster, CH7N3O overall at a distorted geometry (wB97M-V/def2-TZVPD).

Output
* net charge: 0
* energy relative to the best compared isomer or geometry (same formula, charge and spin): 97.9 kJ/mol
* Kohn-Sham gap: 9.547 eV
* E_LUMO: 0.0317 Eh
* E_HOMO: -8.684 eV
* total energy: -281.812545 Eh

Each line ends with the natural charge from an NBO analysis.
Atoms and positions in Å:
N: 0.152 0.953 0.581  -0.894
C: 0.150 0.336 -0.561  0.627
N: 0.455 0.949 -1.784  -0.845
N: 0.011 -0.998 -0.630  -0.808
H: -0.376 1.820 0.510  0.356
H: 0.703 1.909 -1.616  0.385
H: 1.134 0.461 -2.345  0.383
H: 0.109 -1.519 -1.481  0.391
H: -0.339 -1.446 0.205  0.438
O: -0.772 -1.108 2.146  -1.012
H: -0.223 -0.327 1.900  0.506
H: -1.003 -1.029 3.073  0.474